Arrangement 1

Entry from the OMol25 dataset: an isolated ion of composition C7H12N3 and charge +1 (the ωB97M-V functional and the def2-TZVPD basis).

Calculated values
**Structure (SMILES)**: CN1C=CN2CCC[NH+]=C12
**Frontier orbital gap**: 10.5 eV
**Charge**: +1
**Lowest unoccupied orbital energy**: -2.632 eV

Geometry as XYZ:
```
22
Properties=species:S:1:pos:R:3:nbo_charge:R:1
C -2.471 -1.524 0.247 -0.39
N -1.674 -0.292 -0.017 -0.32
C -2.154 1.057 -0.077 -0.06
C -1.088 1.866 -0.090 -0.05
N 0.080 1.087 -0.033 -0.33
C 1.488 1.575 0.141 -0.20
C 2.323 0.287 0.450 -0.43
C 1.908 -0.963 -0.377 -0.23
N 0.579 -1.319 0.069 -0.59
C -0.349 -0.180 -0.063 0.61
H -3.460 -1.361 0.359 0.24
H -2.214 -2.232 -0.584 0.22
H -2.103 -1.883 1.160 0.23
H -3.189 1.047 -0.397 0.25
H -1.051 2.900 -0.270 0.25
H 1.593 2.340 0.902 0.24
H 1.749 2.001 -0.818 0.22
H 3.370 0.590 0.267 0.25
H 2.086 -0.202 1.387 0.24
H 1.915 -0.911 -1.560 0.19
H 2.596 -1.788 -0.236 0.24
H 0.067 -2.096 -0.462 0.40
```

---

Arrangement 2

Entry from the OMol25 dataset: an isolated ion of composition C7H12N3 and charge +1 (the ωB97M-V functional and the def2-TZVPD basis).

Calculated values
**Structure (SMILES)**: CN/[NH+]=c1/ccccn1C
**Frontier orbital gap**: 8.6 eV
**Charge**: +1
**Lowest unoccupied orbital energy**: -4.024 eV

Geometry as XYZ:
```
22
Properties=species:S:1:pos:R:3:nbo_charge:R:1
C -2.814 0.396 -0.763 -0.42
N -2.141 0.031 0.613 -0.44
N -1.016 0.741 0.778 -0.40
C 0.290 0.459 0.414 0.44
C 1.247 1.487 0.424 -0.25
C 2.561 1.323 0.037 -0.09
C 2.910 -0.026 -0.256 -0.23
C 1.985 -1.077 -0.378 0.06
N 0.686 -0.751 0.008 -0.32
C -0.165 -1.928 0.174 -0.45
H -1.999 0.746 -1.428 0.20
H -3.201 -0.440 -1.209 0.22
H -3.472 1.214 -0.502 0.21
H -2.807 0.331 1.308 0.38
H -1.070 1.771 1.028 0.38
H 0.878 2.406 0.658 0.22
H 3.123 2.196 -0.078 0.25
H 3.905 -0.209 -0.564 0.24
H 2.184 -1.994 -0.942 0.26
H -0.433 -2.352 -0.900 0.23
H 0.390 -2.637 0.831 0.23
H -1.039 -1.686 0.745 0.27
```

---

Arrangement 3

Entry from the OMol25 dataset: an isolated ion of composition C7H12N3 and charge +1 (the ωB97M-V functional and the def2-TZVPD basis).

Calculated values
**Structure (SMILES)**: C[C@@H]1NN\C=C/C=C\C=[NH+]/1
**Frontier orbital gap (spin up / spin down)**: 7.7 / 7.7 eV
**Charge**: +1
**Lowest unoccupied orbital energy (spin up / spin down)**: -4.531 / -4.531 eV

Geometry as XYZ:
```
22
Properties=species:S:1:pos:R:3:nbo_charge:R:1
C -2.839 -0.265 0.228 -0.61
C -1.334 -0.008 0.265 0.10
N -1.102 1.416 0.016 -0.46
N 0.251 1.662 0.254 -0.37
C 1.220 1.371 -0.644 0.20
C 2.428 0.863 -0.198 -0.40
C 2.358 -0.369 0.509 -0.06
C 1.442 -1.468 0.372 -0.38
C 0.373 -1.608 -0.485 0.17
N -0.601 -0.717 -0.702 -0.55
H -2.839 -1.409 0.369 0.24
H -3.272 0.024 -0.683 0.24
H -3.163 0.216 1.130 0.24
H -0.774 -0.108 1.266 0.20
H -1.696 2.163 0.594 0.41
H 0.732 1.728 1.197 0.40
H 0.918 1.514 -1.714 0.23
H 3.374 1.338 -0.535 0.28
H 3.334 -0.677 0.939 0.24
H 1.943 -2.420 0.566 0.25
H 0.370 -2.435 -1.118 0.21
H -1.122 -0.811 -1.625 0.42
```

---

Quick one: least stable of them? arrangement 3

---

Arrangement 1

Entry from the OMol25 dataset: one molecule with the formula C6H5N (the ωB97M-V functional and the def2-TZVPD basis).

Calculated values
**Structure (SMILES)**: C#C[C@@H]1N[C@@H]1C#C
**Frontier orbital gap**: 10.4 eV
**Lowest unoccupied orbital energy**: 1.052 eV

Geometry as XYZ:
```
12
Properties=species:S:1:pos:R:3:nbo_charge:R:1
C 2.350 -0.744 -0.681 -0.20
C 1.475 -0.280 -0.001 -0.05
C 0.633 0.405 0.942 -0.14
N -0.464 -0.271 1.630 -0.53
C -0.804 0.720 0.610 -0.14
C -1.384 0.298 -0.656 -0.05
C -1.909 -0.035 -1.689 -0.20
H 3.025 -1.226 -1.344 0.24
H 1.286 1.052 1.533 0.23
H -0.600 -1.210 1.259 0.37
H -1.255 1.624 1.016 0.23
H -2.352 -0.332 -2.618 0.24
```

---

Arrangement 2

Entry from the OMol25 dataset: one molecule with the formula C6H5N (the ωB97M-V functional and the def2-TZVPD basis).

Calculated values
**Frontier orbital gap**: 8.2 eV
**Lowest unoccupied orbital energy**: 0.507 eV

Geometry as XYZ:
```
12
Properties=species:S:1:pos:R:3:nbo_charge:R:1
C -1.756 -1.382 1.496 -0.21
C -1.506 -0.692 0.540 -0.05
C -1.152 0.115 -0.609 -0.15
N -0.738 1.531 -0.411 -0.53
C 0.243 0.549 -0.731 -0.11
C 1.450 0.176 -0.207 -0.15
C 2.692 -0.039 -0.340 -0.40
H -1.975 -1.993 2.344 0.24
H -1.757 -0.039 -1.501 0.23
H -0.726 1.764 0.583 0.36
H 1.702 0.401 -1.414 0.52
H 3.523 -0.391 0.251 0.24
```

---

Quick one: least stable of them? arrangement 2

---

Arrangement 1

Entry from the OMol25 dataset: one molecule with the formula C3H4F3N (the ωB97M-V functional and the def2-TZVPD basis).

Calculated values
**Structure (SMILES)**: C=C(F)C(N)(F)F
**Frontier orbital gap**: 11.7 eV
**Lowest unoccupied orbital energy**: 0.989 eV

Geometry as XYZ:
```
11
Properties=species:S:1:pos:R:3:nbo_charge:R:1
C -1.532 1.116 -0.311 -0.40
C -0.842 0.014 -0.130 0.31
F -1.582 -1.190 -0.096 -0.34
C 0.647 -0.036 -0.060 0.73
N 1.088 -1.135 0.841 -0.84
F 1.355 -0.106 -1.228 -0.34
F 1.164 1.133 0.413 -0.33
H -2.568 1.132 -0.290 0.23
H -0.875 1.977 -0.453 0.23
H 2.113 -0.878 0.937 0.38
H 1.031 -2.027 0.377 0.38
```

---

Arrangement 2

Entry from the OMol25 dataset: a 2-piece molecular cluster, C3H4F3N overall (the ωB97M-V functional and the def2-TZVPD basis).

Calculated values
**Frontier orbital gap (spin up / spin down)**: 9.3 / 9.3 eV
**Lowest unoccupied orbital energy (spin up / spin down)**: -0.320 / -0.320 eV

Geometry as XYZ:
```
11
Properties=species:S:1:pos:R:3:nbo_charge:R:1
C -1.429 1.194 -0.293 0.05
C -1.345 -0.080 0.054 0.46
C 1.613 -0.307 0.293 -0.48
N 0.467 -1.198 0.317 0.00
F -2.630 1.732 -0.329 -0.31
F -2.289 -0.789 0.550 -0.28
F 0.531 -1.997 -0.839 -0.27
H -0.573 1.752 -0.807 0.19
H 2.424 -0.819 -0.101 0.22
H 1.268 0.594 -0.173 0.20
H 1.962 -0.082 1.329 0.22
```

---

Quick one: least stable of them? arrangement 2

---

Arrangement 1

Entry from the OMol25 dataset: an isolated ion of composition C4H8IN2 and charge +1 (the ωB97M-V functional and the def2-TZVPD basis).

Calculated values
**Structure (SMILES)**: CN1C=[N+](I)CC1
**Frontier orbital gap**: 7.5 eV
**Charge**: +1
**Lowest unoccupied orbital energy**: -5.975 eV

Geometry as XYZ:
```
15
Properties=species:S:1:pos:R:3:nbo_charge:R:1
C 1.631 -1.206 -0.035 -0.41
N 0.401 -0.531 -0.068 -0.31
C -0.813 -0.923 0.057 0.34
N -1.602 0.122 0.324 -0.46
I -3.925 -0.025 0.364 0.44
C -0.893 1.375 0.024 -0.26
C 0.482 0.905 -0.162 -0.24
H 2.158 -0.690 -0.819 0.22
H 2.108 -0.896 0.948 0.23
H 1.633 -2.310 -0.190 0.25
H -1.163 -1.991 0.161 0.26
H -1.036 2.045 0.909 0.25
H -1.229 1.798 -0.962 0.24
H 1.048 1.037 -1.071 0.23
H 1.199 1.289 0.520 0.23
```

---

Arrangement 2

Entry from the OMol25 dataset: C4H8IN2 as an isolated structure (the ωB97M-V functional and the def2-TZVPD basis).

Calculated values
**Frontier orbital gap**: 7.2 eV
**Charge**: +1
**Lowest unoccupied orbital energy**: -6.770 eV

Geometry as XYZ:
```
15
Properties=species:S:1:pos:R:3:nbo_charge:R:1
C -0.681 -1.347 0.249 0.46
C 1.109 -0.233 1.164 -0.41
C 0.921 -0.329 -1.115 -0.41
C -1.635 1.614 -0.315 -0.44
N -1.608 -1.997 0.400 -0.35
N 0.297 -0.520 0.085 -0.42
I -3.119 0.312 -0.061 0.77
H 0.528 -0.293 2.103 0.23
H 1.883 -1.008 1.292 0.22
H 1.424 0.747 1.132 0.22
H 1.671 -1.050 -1.054 0.21
H 0.301 -0.582 -2.011 0.24
H 1.368 0.661 -1.184 0.22
H -1.298 2.140 0.566 0.22
H -1.162 1.885 -1.250 0.23
```

---

Arrangement 3

Entry from the OMol25 dataset: a 2-piece molecular cluster, C4H8IN2 overall (the ωB97M-V functional and the def2-TZVPD basis).

Calculated values
**Frontier orbital gap**: 10.0 eV
**Charge**: +1
**Lowest unoccupied orbital energy**: -3.211 eV

Geometry as XYZ:
```
15
Properties=species:S:1:pos:R:3:nbo_charge:R:1
C -0.197 -1.545 0.663 0.26
C 0.435 -0.471 -1.135 -0.06
C 0.615 0.334 -0.067 0.16
C 1.293 1.616 0.073 -0.66
N 0.182 -0.340 1.001 -0.46
N -0.128 -1.663 -0.683 -0.46
I -2.912 0.334 -0.930 -0.12
H -0.468 -2.341 1.441 0.27
H -3.530 0.638 0.558 0.12
H 0.696 -0.066 -2.144 0.28
H 1.836 1.572 1.012 0.24
H 0.535 2.389 0.170 0.25
H 1.885 2.033 -0.724 0.27
H 0.193 0.008 1.958 0.46
H -0.436 -2.498 -1.195 0.47
```

---

Arrangement 4

Entry from the OMol25 dataset: a 2-piece molecular cluster, C4H8IN2 overall (the ωB97M-V functional and the def2-TZVPD basis).

Calculated values
**Frontier orbital gap (spin up / spin down)**: 7.4 / 7.4 eV
**Charge**: +1
**Lowest unoccupied orbital energy (spin up / spin down)**: -5.598 / -5.601 eV

Geometry as XYZ:
```
15
Properties=species:S:1:pos:R:3:nbo_charge:R:1
C 2.105 -2.326 0.758 -0.54
C 2.257 -1.164 0.248 -0.02
C -0.138 0.068 -0.187 0.38
C -1.687 1.983 0.088 -0.43
N -0.456 1.241 0.343 -0.59
N -0.926 -0.502 -1.146 -0.80
I 3.324 0.365 -0.482 0.51
H 2.915 -3.091 0.953 0.31
H 1.199 -2.915 0.832 0.30
H -2.285 1.374 -0.562 0.19
H -2.208 2.040 1.042 0.23
H -1.688 3.023 -0.218 0.24
H 0.350 1.518 0.875 0.42
H -0.888 -1.475 -1.322 0.41
H -1.875 -0.139 -1.223 0.38
```

---

Quick one: least stable of them? arrangement 4